A molecular structure, C27H42Cl3HgN4O3SSi in a non-equilibrium geometry, computed with wB97M-V/def2-TZVPD.

Last column: Löwdin charge in e.
Element x y z (Å)
C  1.755519  4.936460  0.178375  -0.05
C  2.014602  3.750335  1.059008  -0.21
H  2.222950  5.833672  0.609199  0.07
H  0.657870  5.103611  0.076450  0.08
H  2.177675  4.785705  -0.832049  0.08
C  2.361259  3.907884  2.357883  -0.11
C  2.631740  5.203989  3.048794  -0.12
H  2.591143  3.027612  2.972832  0.11
H  1.823552  5.941953  3.043429  0.07
H  3.521037  5.724721  2.683642  0.07
H  2.821428  4.969035  4.109522  0.07
Hg  1.084903  -1.747290  -2.981898  0.42
Cl  2.886600  -2.717880  -4.345083  -0.35
Cl  -1.327600  -2.057783  -2.664977  -0.07
H  -2.658514  -6.218315  -2.308268  0.09
H  -3.406257  -6.007565  -4.863910  0.08
C  -2.272929  -5.209752  -2.494610  -0.10
C  -2.807976  -5.084245  -4.887111  -0.08
N  -1.796315  -5.101815  -3.852993  -0.22
H  -1.476696  -4.990256  -1.784407  0.06
C  -0.468867  -5.057568  -4.142529  -0.36
O  0.439184  -5.098091  -3.319211  -0.04
H  -2.310330  -5.001602  -5.857700  0.08
H  -0.316341  -4.990813  -5.246234  0.14
H  -3.089081  -4.504150  -2.331879  0.07
H  -3.491910  -4.235185  -4.742406  0.09
H  -2.598693  3.371098  0.943317  0.07
H  -0.872564  4.008555  3.145855  0.08
C  -3.268812  2.946383  1.690984  -0.04
C  -1.884150  3.851746  3.551360  -0.05
N  -2.536632  2.716083  2.926975  -0.18
H  -3.706963  2.014080  1.331792  0.09
C  -2.462649  1.481665  3.476865  -0.30
O  -2.886652  0.432049  2.950318  -0.04
H  -1.810603  3.657704  4.626921  0.09
H  -2.035103  1.500763  4.509287  0.14
H  -4.050152  3.688674  1.864511  0.09
H  -2.477196  4.748856  3.372355  0.09
O  0.421412  2.387867  -0.189424  -0.19
C  1.726626  2.375302  0.448206  -0.25
C  0.971286  1.273971  2.563825  -0.09
C  1.762073  1.221131  1.416102  -0.21
H  0.235512  2.070423  2.611320  0.10
C  1.222853  0.399685  3.623898  -0.09
H  2.431964  2.133641  -0.354767  0.11
C  2.539395  0.084076  1.189487  -0.07
H  0.642973  0.487584  4.553373  0.10
C  2.201481  -0.598403  3.477492  -0.09
C  2.832759  -0.789142  2.238564  -0.07
H  2.889874  -0.106923  0.164091  -0.02
H  2.473413  -1.233436  4.338738  0.10
H  3.518202  -1.640928  2.099161  0.11
Si  -0.520782  2.551679  -1.507748  0.46
Cl  2.437573  -0.121991  -1.953910  -0.03
C  -1.991431  1.528171  -1.084837  -0.16
C  -0.309156  1.485567  -3.152636  -0.26
C  0.146011  4.119043  -2.354834  -0.18
H  -1.829464  0.799120  -0.280076  0.02
H  -2.340675  0.888661  -1.905782  0.03
H  -2.775410  2.208530  -0.760808  -0.01
H  0.126069  5.056589  -1.786096  0.00
H  -0.487627  4.205003  -3.244452  0.02
H  1.163218  3.889928  -2.773230  0.06
H  -0.414878  0.403648  -3.117779  -0.10
H  0.546228  1.720962  -3.797859  0.01
H  -1.200025  1.855996  -3.697107  0.03
N  -0.993325  -0.565438  1.045384  0.11
C  -0.537399  -1.764863  0.717375  -0.71
N  0.483439  -2.009196  -0.081679  0.03
C  0.860153  -3.322893  -0.045929  -0.34
C  1.958142  -3.921296  -0.694904  -0.06
C  2.149391  -5.287009  -0.615432  -0.10
C  1.303676  -6.078605  0.186656  -0.11
C  0.221211  -5.510996  0.882114  -0.12
C  0.002501  -4.144904  0.740666  -0.49
S  -1.243644  -3.161840  1.474702  1.05
H  -1.826958  -0.407657  1.634419  0.07
H  -0.385208  0.218014  0.819773  0.08
H  2.604806  -3.296954  -1.313886  0.06
H  2.965972  -5.749358  -1.182845  0.11
H  1.506059  -7.150611  0.278381  0.09
H  -0.464771  -6.082471  1.517884  0.10

Cartesian forces, eV/Å:
C -0.1 0.2 -0.1
C -0.3 -0.4 1.2
H -0.2 -0.2 -0.2
H 0.9 0.0 0.1
H -0.3 0.0 0.5
C 0.3 -0.6 -1.1
C 0.2 0.3 0.9
H -0.3 0.3 -0.4
H -0.1 -0.2 -0.2
H 0.0 -0.1 -0.1
H 0.0 0.3 -0.3
Hg -0.8 -0.9 -0.5
Cl -0.2 -0.1 -0.1
Cl 0.2 0.1 -0.3
H 0.0 -0.1 0.0
H 0.1 0.1 0.0
C 0.0 -0.1 0.2
C 0.2 0.0 0.1
N 0.0 -0.1 -0.1
H 0.0 0.0 -0.2
C 0.3 0.0 0.6
O -1.0 -0.1 -0.9
H -0.2 0.0 0.1
H 0.2 0.1 0.4
H 0.1 0.1 0.0
H 0.2 -0.1 -0.1
H 0.0 -0.2 -0.1
H -0.2 0.0 0.1
C 0.2 0.2 0.1
C 0.2 -0.3 0.1
N -0.2 -0.5 0.1
H 0.2 0.2 0.1
C -0.8 -1.1 -0.6
O 0.6 1.9 1.0
H 0.1 0.2 -0.2
H 0.0 -0.1 -0.6
H -0.1 0.0 0.1
H 0.0 0.0 0.1
O 0.3 0.0 1.6
C -0.5 -0.3 -1.2
C 0.7 -0.1 0.5
C -0.3 -0.3 0.3
H 0.0 -0.1 0.3
C -0.2 -0.2 -0.2
H 0.2 0.3 0.1
C 0.7 0.2 -0.1
H 0.3 -0.1 -0.4
C 0.1 0.0 0.1
C -0.5 -0.1 0.4
H 0.2 0.2 0.9
H -0.3 0.3 -0.6
H -0.4 0.5 0.0
Si 2.9 -2.7 -2.8
Cl 0.8 1.1 -0.1
C -1.8 0.6 0.7
C 0.4 1.0 -0.1
C -1.0 0.4 -0.4
H 0.2 0.7 -0.2
H 0.1 0.6 -0.1
H -0.7 -0.4 0.0
H 0.1 -0.2 -0.5
H 0.0 0.4 0.0
H -0.9 0.0 0.8
H -0.1 0.2 0.4
H 0.0 0.0 0.2
H 0.1 -0.1 0.0
N -0.5 1.1 0.2
C 1.4 -1.1 -0.8
N -0.5 1.1 1.0
C -0.6 -1.1 0.6
C -0.4 0.7 -0.2
C -0.2 -0.4 0.4
C -0.1 0.0 0.1
C 0.2 0.0 -0.3
C 0.5 -0.2 -0.3
S 0.0 -0.7 0.1
H 0.9 -0.2 -0.4
H -0.3 -0.3 0.1
H 0.0 -0.2 0.2
H -0.4 0.2 0.3
H -0.2 0.4 -0.1
H 0.4 0.0 -0.3

Properties
net charge = -1
largest force on an atom = 0.0943 hartree/bohr
HOMO = -0.178 Ha